# 1
DFT (wB97M-V/def2-TZVPD) results for C27H26F5IrN6O4S as an isolated structure.

Each line ends with the Löwdin charge.
Geometry (Å):
Ir  -0.359  -0.155  0.091  1.574
C  2.700  -0.205  -0.974  -0.172
C  2.756  -0.429  0.555  -0.183
N  1.711  0.320  1.272  -0.140
C  1.996  1.753  1.457  -0.169
C  0.720  2.583  1.363  -0.173
N  -0.079  2.185  0.204  -0.152
C  0.354  2.655  -1.121  -0.179
C  1.501  1.830  -1.714  -0.167
N  1.421  0.370  -1.438  -0.134
H  2.852  -1.165  -1.467  0.122
H  3.523  0.438  -1.293  0.114
H  3.750  -0.169  0.930  0.126
H  2.592  -1.480  0.777  0.094
H  1.557  -0.126  2.170  0.112
H  2.710  2.063  0.696  0.110
H  2.478  1.929  2.421  0.133
H  0.978  3.647  1.325  0.128
H  0.108  2.421  2.252  0.124
H  -1.045  2.464  0.330  0.105
H  0.654  3.708  -1.082  0.129
H  -0.515  2.568  -1.765  0.105
H  2.458  2.186  -1.336  0.100
H  1.517  2.003  -2.791  0.131
H  1.116  -0.111  -2.274  0.112
F  -5.471  -2.629  -3.588  0.129
C  -4.506  -1.847  -3.103  -0.141
C  -4.745  -0.500  -2.873  -0.137
F  -5.947  0.010  -3.135  0.132
C  -3.745  0.308  -2.371  -0.137
F  -4.003  1.601  -2.143  0.114
C  -2.468  -0.186  -2.080  -0.295
O  -1.538  0.604  -1.570  -0.223
C  -2.268  -1.543  -2.325  -0.157
F  -1.053  -2.079  -2.046  0.043
C  -3.256  -2.368  -2.827  -0.146
F  -3.004  -3.661  -3.035  0.127
O  -1.577  -8.460  6.455  -0.353
S  -0.606  -7.388  6.446  0.386
O  -1.152  -6.056  6.609  -0.373
O  0.621  -7.641  7.176  -0.356
C  -0.007  -7.398  4.720  -0.327
N  0.439  -8.554  4.216  0.135
C  0.900  -8.523  2.980  -0.112
C  0.936  -7.364  2.208  0.000
C  0.448  -6.226  2.824  -0.232
N  -0.017  -6.247  4.067  0.152
C  0.412  -4.884  2.187  -0.109
C  0.713  -4.658  0.846  0.013
C  0.660  -3.369  0.353  -0.144
N  0.316  -2.321  1.108  -0.076
C  -0.004  -2.540  2.388  -0.139
C  0.044  -3.788  2.968  0.036
H  1.266  -9.461  2.573  0.110
H  1.332  -7.380  1.203  0.097
H  0.980  -5.468  0.182  0.112
H  0.885  -3.162  -0.687  0.103
H  -0.328  -1.676  2.957  0.111
H  -0.219  -3.948  4.006  0.128
C  -4.657  -0.893  2.308  -0.068
C  -4.081  0.370  2.301  -0.082
C  -2.863  0.568  1.668  -0.133
C  -2.178  -0.486  1.050  -0.332
C  -2.789  -1.749  1.061  -0.137
C  -4.014  -1.951  1.679  -0.064
H  -5.604  -1.054  2.805  0.109
H  -4.582  1.198  2.786  0.105
H  -2.449  1.572  1.659  0.074
H  -2.301  -2.595  0.589  0.092
H  -4.462  -2.936  1.681  0.112

## Properties
LUMO (alpha / beta): -0.88 / -3.06 eV
expectation value of S²: 6.02
energy relative to the best compared isomer or geometry (same formula, charge and spin): 0.00 kcal per mole
2S+1: 5
total charge: 0
Kohn-Sham gap (alpha / beta): 0.2280 / 0.1478 Ha

# 2
DFT (wB97M-V/def2-TZVPD) results for C22H27N3O4 as an isolated structure at a distorted geometry.

Each line ends with the Löwdin charge.
Geometry (Å):
C  -3.465  -3.104  0.360  -0.229
H  -2.465  -3.071  0.886  0.114
O  -4.429  -2.633  1.079  -0.213
C  -5.768  -2.714  0.398  -0.060
H  -5.966  -3.790  -0.286  0.216
C  -5.982  -1.619  -0.533  -0.516
O  -6.256  -1.882  -1.590  0.169
N  -5.775  -0.259  -0.231  -0.084
C  -5.480  0.122  1.151  -0.092
H  -5.463  -0.806  1.902  0.164
C  -4.065  0.863  1.326  -0.046
H  -3.895  1.112  2.216  0.036
H  -3.279  -0.314  0.962  0.224
C  -3.857  1.920  0.360  -0.340
C  -4.316  1.404  -1.218  0.051
C  -5.788  0.801  -0.911  -0.234
H  -5.982  0.297  -1.964  0.174
H  -6.468  1.541  -0.623  0.120
H  -4.184  2.400  -1.808  0.155
H  -3.656  0.724  -1.389  0.015
O  -2.674  2.496  0.286  0.058
C  -1.555  2.039  0.190  -0.135
C  -0.363  2.946  0.178  -0.012
C  0.863  2.479  0.004  -0.072
C  1.176  1.287  -0.808  -0.064
C  0.186  0.266  -0.688  -0.056
C  -1.177  0.454  -0.381  0.101
H  -1.939  0.074  -0.514  -0.103
H  0.217  -0.802  -0.897  0.114
C  2.564  0.558  -0.841  -0.593
O  2.705  -0.242  -1.703  0.080
N  3.539  1.240  -0.474  0.060
H  3.420  1.979  0.399  0.219
C  4.911  0.705  -0.550  -0.214
H  4.925  0.178  -1.444  0.094
H  5.621  1.911  -0.605  0.227
C  5.453  -0.027  0.474  -0.271
C  6.819  -0.493  0.647  -0.159
C  7.909  0.174  0.938  -0.152
C  9.077  -0.215  0.707  -0.122
N  9.491  -1.456  -0.019  0.084
C  8.219  -1.917  -0.459  -0.255
C  6.954  -1.643  -0.425  -0.017
H  6.176  -2.274  -0.874  0.127
H  8.474  -2.771  -1.412  0.152
H  10.235  0.065  1.005  0.165
H  7.889  0.871  1.619  0.083
H  4.882  -1.032  0.787  0.181
H  5.423  0.645  1.464  0.160
H  1.593  3.222  -0.069  0.084
H  -0.538  3.895  0.375  0.058
H  -4.541  2.666  0.607  0.139
H  -5.955  0.925  1.469  0.063
H  -6.533  -2.668  1.287  0.159
H  -3.537  -4.192  0.014  0.119
H  -3.369  -2.335  -0.373  0.073

## Properties
LUMO: -0.17 eV
energy relative to the best compared isomer or geometry (same formula, charge and spin): 563.65 kcal per mole
2S+1: 1
total charge: 0
Kohn-Sham gap: 0.2786 Ha

# 3
DFT (wB97M-V/def2-TZVPD) results for C18H21N3PdS2 as an isolated structure at a distorted geometry.

Each line ends with the Löwdin charge.
Geometry (Å):
Pd  0.622  0.682  1.072  0.445
C  -3.099  0.173  0.404  -0.065
N  -1.865  0.069  1.172  -0.229
C  -1.667  -1.237  1.788  -0.184
C  -1.034  -2.223  0.794  -0.166
N  0.172  -1.650  0.185  -0.206
C  -0.028  -1.341  -1.236  -0.085
C  1.409  -2.347  0.402  -0.275
C  1.473  -3.732  0.510  -0.042
C  2.675  -4.387  0.736  -0.099
C  3.845  -3.652  0.839  -0.101
C  3.804  -2.275  0.699  -0.131
C  2.603  -1.602  0.462  -0.602
S  2.691  0.128  0.163  0.605
C  -1.648  1.190  2.037  -0.338
C  -2.121  1.192  3.351  -0.046
C  -1.918  2.282  4.175  -0.094
C  -1.235  3.398  3.693  -0.084
C  -0.772  3.425  2.397  -0.109
C  -0.979  2.337  1.526  -0.704
S  -0.464  2.430  -0.148  0.615
H  -3.988  0.143  1.051  0.093
H  -3.161  -0.651  -0.308  0.082
H  -3.093  1.108  -0.153  0.072
H  -2.603  -1.663  2.182  0.123
H  -0.961  -1.119  2.611  0.103
H  -1.757  -2.484  0.016  0.116
H  -0.803  -3.130  1.349  0.107
H  -0.220  -2.255  -1.815  0.094
H  0.859  -0.852  -1.633  0.057
H  -0.869  -0.657  -1.342  0.068
H  0.573  -4.325  0.401  0.106
H  2.691  -5.466  0.825  0.098
H  4.787  -4.151  1.030  0.100
H  4.712  -1.689  0.773  0.095
H  -2.657  0.326  3.722  0.116
H  -2.308  2.272  5.186  0.103
H  -1.075  4.255  4.336  0.105
H  -0.246  4.290  2.016  0.104
C  0.610  -0.051  5.631  -0.041
C  1.013  0.349  4.297  -0.216
N  1.365  0.660  3.251  0.149
H  1.488  -0.121  6.272  0.091
H  0.121  -1.024  5.594  0.091
H  -0.078  0.685  6.043  0.079

## Properties
LUMO: -0.92 eV
2S+1: 1
total charge: 0
Kohn-Sham gap: 0.2292 Ha

# 4
DFT (wB97M-V/def2-TZVPD) results for C38H61Cl2GeN3SeSi3Sn as an isolated structure.

Each line ends with the Löwdin charge.
Geometry (Å):
Sn  -0.209  -0.610  0.821  0.917
N  -0.348  1.231  1.313  -0.168
C  -0.421  2.476  1.628  -0.288
C  0.646  3.113  2.417  -0.186
C  0.908  4.480  2.281  -0.022
C  1.904  5.073  3.041  -0.041
C  2.626  4.314  3.952  -0.038
C  2.369  2.954  4.096  -0.050
C  1.392  2.354  3.325  -0.027
C  -1.587  3.273  1.195  -0.188
C  -2.120  3.081  -0.080  -0.054
C  -3.208  3.823  -0.498  -0.049
C  -3.795  4.737  0.370  -0.036
C  -3.284  4.919  1.648  -0.036
C  -2.172  4.203  2.059  -0.018
H  0.349  5.071  1.568  0.123
H  2.109  6.130  2.931  0.120
H  3.390  4.784  4.557  0.121
H  2.925  2.373  4.819  0.116
H  1.177  1.299  3.442  0.095
H  -1.652  2.369  -0.749  0.073
H  -3.602  3.697  -1.498  0.118
H  -4.650  5.316  0.045  0.121
H  -3.746  5.629  2.321  0.122
H  -1.770  4.348  3.053  0.129
C  0.149  3.604  -2.697  -0.096
C  1.646  3.549  -2.982  -0.230
C  2.510  3.510  -1.724  -0.161
C  2.372  2.237  -0.893  -0.113
N  2.843  1.050  -1.640  0.023
C  2.063  0.045  -2.154  -0.590
Se  0.267  -0.135  -1.937  0.821
N  2.874  -0.795  -2.871  0.017
C  2.448  -1.949  -3.693  -0.109
C  2.483  -1.607  -5.180  -0.164
C  1.400  -0.624  -5.622  -0.243
C  -0.008  -1.208  -5.579  -0.098
C  4.145  -0.337  -2.814  -0.158
C  5.336  -0.845  -3.360  -0.012
C  6.472  -0.146  -3.070  0.012
C  6.459  1.036  -2.250  0.024
C  5.309  1.544  -1.714  0.038
C  4.130  0.843  -2.012  -0.103
H  -0.408  3.845  -3.602  0.090
H  -0.079  4.374  -1.957  0.085
H  -0.239  2.655  -2.321  0.001
H  1.932  4.433  -3.552  0.123
H  1.883  2.695  -3.628  0.100
H  2.245  4.343  -1.068  0.128
H  3.558  3.654  -1.991  0.108
H  1.338  2.043  -0.614  0.064
H  2.964  2.284  0.023  0.141
H  1.448  -2.218  -3.361  0.091
H  3.121  -2.768  -3.439  0.136
H  2.376  -2.546  -5.728  0.135
H  3.471  -1.214  -5.432  0.111
H  1.623  -0.316  -6.644  0.122
H  1.457  0.292  -5.019  0.090
H  -0.072  -2.105  -6.197  0.089
H  -0.735  -0.493  -5.964  0.085
H  -0.323  -1.479  -4.568  0.025
H  5.353  -1.739  -3.967  0.136
H  7.422  -0.485  -3.459  0.138
H  7.401  1.531  -2.055  0.137
H  5.312  2.430  -1.096  0.132
C  -4.056  -0.066  -0.267  -0.209
Si  -3.998  -1.923  -0.109  0.324
C  -5.594  -2.697  0.471  -0.200
C  -3.298  -2.713  -1.647  -0.202
Ge  -2.597  -2.448  1.810  0.770
Si  -1.412  -4.573  1.823  0.321
C  -0.654  -4.784  0.126  -0.210
C  -0.099  -4.484  3.146  -0.212
C  -2.788  -5.770  2.212  -0.203
Si  -2.820  -1.240  3.922  0.332
C  -4.115  -2.276  4.773  -0.199
C  -3.361  0.509  3.572  -0.200
C  -1.154  -1.275  4.767  -0.205
H  -4.802  0.246  -1.002  0.055
H  -3.093  0.331  -0.597  -0.002
H  -4.302  0.418  0.679  0.024
H  -6.376  -2.555  -0.280  0.055
H  -5.952  -2.247  1.400  0.036
H  -5.488  -3.772  0.626  0.036
H  -3.949  -2.491  -2.497  0.052
H  -3.244  -3.799  -1.558  0.030
H  -2.300  -2.338  -1.889  0.009
H  0.019  -3.954  -0.105  -0.013
H  -1.413  -4.843  -0.655  0.021
H  -0.067  -5.705  0.082  0.049
H  0.536  -3.603  3.032  0.002
H  0.546  -5.365  3.104  0.049
H  -0.545  -4.460  4.142  0.034
H  -3.559  -5.773  1.439  0.034
H  -3.258  -5.532  3.169  0.034
H  -2.401  -6.789  2.289  0.053
H  -5.047  -2.333  4.208  0.036
H  -4.351  -1.829  5.743  0.055
H  -3.761  -3.292  4.960  0.036
H  -4.258  0.546  2.953  0.029
H  -2.573  1.070  3.067  0.007
H  -3.590  1.025  4.509  0.054
H  -0.900  -2.272  5.128  0.030
H  -1.170  -0.606  5.631  0.052
H  -0.346  -0.938  4.111  0.000
Cl  5.071  -2.320  -0.508  0.634
C  4.158  -3.075  0.790  -0.912
Cl  2.475  -2.444  0.848  0.447
H  4.620  -2.844  1.741  0.044
H  4.087  -4.141  0.611  0.044

## Properties
LUMO (alpha / beta): -9.43 / -11.69 eV
expectation value of S²: 0.78
energy relative to the best compared isomer or geometry (same formula, charge and spin): 0.00 kcal per mole
2S+1: 2
total charge: +3
Kohn-Sham gap (alpha / beta): 0.2348 / 0.1514 Ha

# 5
DFT (wB97M-V/def2-TZVPD) results for one molecule with the formula C5H4O3 at a distorted geometry.

Each line ends with the Löwdin charge.
Geometry (Å):
C  -1.317  -0.357  -0.134  -0.188
C  -0.271  0.687  -0.957  -0.092
C  -0.481  0.109  1.027  -0.092
C  0.825  -0.278  0.786  -0.162
C  1.132  0.020  -0.664  -0.085
H  -0.315  1.021  -1.925  0.114
H  -0.862  -0.013  2.092  0.192
H  1.582  -0.519  1.439  0.133
H  2.039  -0.063  -1.309  0.169
O  -2.482  -0.816  -0.287  0.072
O  -0.563  1.498  0.206  -0.024
O  0.715  -1.288  -0.274  -0.037

## Properties
LUMO: 0.75 eV
energy relative to the best compared isomer or geometry (same formula, charge and spin): 132.25 kcal per mole
SMILES: O=C1[C@H]2O[C@@H]1[C@H]1O[C@H]12
2S+1: 1
total charge: 0
Kohn-Sham gap: 0.3848 Ha

# 6
DFT (wB97M-V/def2-TZVPD) results for a 2-piece molecular cluster, CH4N4O overall at a distorted geometry.

Each line ends with the Löwdin charge.
Geometry (Å):
C  -0.075  0.387  -0.303  -0.260
N  -3.308  -0.102  0.087  -0.003
N  -2.565  0.870  -0.258  0.015
N  -2.188  -0.967  0.331  0.064
N  -1.431  0.084  -0.280  -0.170
O  0.741  -0.547  -0.935  -0.061
H  0.005  1.518  -0.482  0.125
H  0.880  0.442  1.807  0.085
H  -2.133  -1.888  0.095  0.078
H  1.429  -0.267  -1.596  0.127

## Properties
LUMO (alpha / beta): -0.11 / -0.31 eV
energy relative to the best compared isomer or geometry (same formula, charge and spin): 161.60 kcal per mole
2S+1: 1
total charge: 0
Kohn-Sham gap (alpha / beta): 0.3563 / 0.2890 Ha